# 1
{"formula": "C7H13N", "method": "ωB97M-V/def2-TZVPD", "elements": ["H", "N", "C", "C", "C", "C", "C", "C", "C", "H", "H", "H", "H", "H", "H", "H", "H", "H", "H", "H", "H"], "xyz": [[-2.9186, -1.3251, -1.0386], [-1.9229, -1.1233, -0.9020], [-1.7290, -0.4152, 0.1656], [-2.8773, -0.0507, 1.0727], [-0.3204, -0.0304, 0.6207], [0.6254, 0.5750, -0.3963], [0.2508, 1.0986, -1.5765], [2.0837, 0.6010, 0.0146], [2.7589, -0.7559, -0.1343], [-2.7920, -0.6291, 1.9972], [-2.8351, 1.0149, 1.3112], [-3.8384, -0.2729, 0.6021], [-0.4116, 0.6745, 1.4564], [0.1132, -0.9508, 1.0284], [0.9763, 1.5188, -2.2670], [-0.7829, 1.1001, -1.9073], [2.1630, 0.9427, 1.0537], [2.6379, 1.3333, -0.5861], [2.7068, -1.1117, -1.1688], [3.8149, -0.6826, 0.1448], [2.2973, -1.5111, 0.5094]], "forces_ev_per_a": [[0.2, 0.1, 0.2], [0.7, 1.0, 1.2], [-0.7, -1.2, -1.5], [0.2, 0.2, 0.0], [-0.5, -0.1, -0.3], [0.0, 0.6, -1.0], [-0.1, -0.4, 0.8], [-0.1, 0.1, 0.0], [0.2, -0.2, 0.1], [-0.1, 0.2, 0.1], [-0.1, -0.1, 0.2], [0.2, 0.0, 0.1], [0.1, -0.1, 0.0], [0.1, 0.1, 0.0], [0.0, 0.0, 0.2], [0.1, -0.1, 0.1], [0.0, -0.1, 0.0], [-0.3, -0.1, 0.0], [0.0, 0.1, 0.2], [-0.1, -0.1, 0.0], [0.1, 0.0, -0.1]], "smiles": "[H]/N=C(\\C)CC(=C)CC", "multiplicity": 1, "charge": 0}

---

# 2
{"formula": "C6H12O2", "method": "ωB97M-V/def2-TZVPD", "elements": ["C", "C", "C", "C", "C", "C", "H", "H", "H", "H", "H", "H", "H", "H", "O", "H", "H", "O", "H", "H"], "xyz": [[1.8130, 0.8826, 2.5231], [1.3846, 0.0208, 1.5963], [0.2864, 0.5092, 0.7362], [-0.3858, -0.3677, -0.0195], [-1.5090, -0.0942, -0.8848], [-1.4289, -0.3451, -2.1881], [2.6371, 0.7396, 3.2152], [1.3218, 1.8171, 2.7684], [1.4939, -1.0495, 1.4714], [0.1705, 1.5675, 0.5243], [0.0021, -1.3680, -0.2208], [-2.4074, 0.3999, -0.5197], [-0.5397, -0.7521, -2.6595], [-2.1716, -0.2126, -2.9709], [-0.8759, -3.5097, 1.1105], [-1.8058, -3.2760, 0.9089], [-0.7812, -3.2827, 2.0532], [0.7633, 2.4272, -2.3835], [0.3334, 3.2645, -2.6056], [1.6993, 2.6294, -2.4553]], "forces_ev_per_a": [[1.0, -0.5, 0.9], [-1.8, 1.7, -0.1], [0.3, -1.1, -0.7], [0.7, -0.2, -0.2], [-0.8, 0.8, -1.4], [0.1, -0.5, -0.9], [0.0, -0.7, -0.1], [-0.1, 0.2, -0.9], [1.1, 0.0, 0.3], [-0.4, 0.1, 0.8], [0.0, 0.0, 0.9], [0.1, -0.1, 0.2], [0.3, -0.1, 0.5], [-0.5, 0.4, 0.6], [-0.8, 0.3, 0.5], [0.8, -0.2, 0.1], [0.0, -0.1, -0.6], [-0.2, 0.3, -0.1], [0.0, -0.2, 0.1], [0.2, -0.1, 0.0]], "smiles": "C=C/C=C/C=C.O.O", "multiplicity": 1, "charge": 0}

---

# 3
{"formula": "C5H14", "method": "ωB97M-V/def2-TZVPD", "elements": ["C", "C", "C", "H", "H", "H", "H", "H", "H", "H", "H", "C", "C", "H", "H", "H", "H", "H", "H"], "xyz": [[1.3401, -1.3050, -0.4571], [1.1341, 0.1823, -0.7210], [1.2000, 0.3935, -2.2925], [0.7402, -1.8994, -1.0813], [1.2334, -1.6617, 0.5573], [2.3437, -1.5305, -0.7430], [-0.0086, 0.3458, -0.3806], [1.7187, 0.9574, -0.3344], [2.0667, 1.0618, -2.5982], [1.2315, -0.4883, -2.7903], [0.1552, 0.6782, -2.5151], [-2.1480, 0.4768, 1.1359], [-1.0688, 0.3673, 2.2093], [-1.9275, 1.0842, 0.1718], [-2.5218, -0.5057, 0.9527], [-3.0144, 1.0177, 1.5201], [-0.5009, 1.3168, 2.2058], [-0.5918, -0.5970, 1.9262], [-1.3815, 0.1059, 3.2346]], "forces_ev_per_a": [[1.7, 1.1, 1.0], [-4.4, -1.3, -1.7], [-0.8, 2.7, 2.3], [-1.2, -0.6, -0.8], [-0.2, 0.2, 0.4], [1.0, -0.5, -0.2], [2.7, 0.2, -0.7], [1.1, 0.5, 1.5], [-1.6, -0.6, 0.2], [0.8, -2.9, -1.4], [0.9, 1.1, -0.6], [-1.2, 1.9, -0.2], [0.3, -0.7, -0.6], [0.2, -1.4, 1.6], [-0.2, -0.6, -0.8], [-0.1, 0.1, 0.1], [0.4, -1.0, 0.2], [1.1, 1.2, 0.2], [-0.6, 0.7, -0.4]], "smiles": "CCC.CC", "multiplicity": 1, "charge": 0}

---

| no. | gap between HOMO and LUMO (eV) | molecular weight (Da) |
| --- | --- | --- |
| 1 | 10.1 | 111.2 |
| 2 | 8.9 | 116.2 |
| 3 | 11.8 | 74.2 |